Here is a cluster of 16 separate species, C82H155N3O20S7 in total in a non-equilibrium geometry from the OMol25 dataset. Energies are from ωB97M-V/def2-TZVPD.

As for the lowest unoccupied orbital energy: -1.1 eV. The calculation puts the calculated total energy at -208795.209 eV. The orbital gap comes out at 0.30754 Eh. The value obtained for the largest force on an atom is 6.03 eV/Å. The total charge is 0. The value obtained for the HOMO energy is -9.49 eV.

```
267
Properties=species:S:1:pos:R:3:forces:R:3
C -25.0175 17.2837 -20.8327 0.2 0.7 1.0
C -25.2746 17.1759 -22.2009 1.7 0.7 0.0
C -24.2666 17.6251 -23.0572 0.7 0.4 -1.0
C -23.0293 18.1449 -22.6432 -2.3 -1.0 2.3
C -22.8386 18.2981 -21.2430 -1.1 0.4 0.3
C -23.8624 17.9238 -20.2991 1.0 -0.3 -3.4
N -22.0763 18.5654 -23.6268 2.0 -0.2 -2.6
O -22.0366 18.1885 -24.8262 -1.9 -0.4 1.8
O -21.1857 19.2896 -23.2628 0.5 0.9 1.4
H -25.7951 16.9376 -20.1679 -0.1 0.0 0.2
H -26.2023 16.8049 -22.6110 -0.1 -0.1 0.2
H -24.3517 17.6911 -24.1319 -0.6 -0.5 -0.3
H -22.0028 18.8478 -20.8359 0.4 -0.3 -0.2
H -23.6148 18.1561 -19.2738 -0.5 -0.4 0.1
C -31.5109 15.8178 -27.9942 -0.9 -0.2 -0.1
C -30.1749 15.9166 -27.7672 1.0 0.4 2.5
C -29.7564 16.2530 -26.4241 -0.3 -0.4 -0.9
C -30.7085 16.5041 -25.4725 -1.5 0.0 0.5
C -32.1140 16.4032 -25.7373 1.0 0.8 0.7
C -32.4925 16.0485 -26.9908 0.9 -0.4 -1.6
N -30.2517 16.9423 -24.1031 0.6 1.2 0.8
O -29.0918 17.3987 -24.0542 -2.0 -0.9 0.1
O -31.0245 16.9364 -23.1158 1.3 -0.3 -2.3
H -31.8621 15.5392 -28.9768 0.0 0.0 -0.1
H -29.4032 15.7019 -28.4916 -0.2 0.0 -0.2
H -28.7271 16.2681 -26.0974 0.2 0.1 -0.4
H -32.8529 16.7629 -25.0366 0.1 -0.3 0.4
H -33.5054 15.9266 -27.3452 -0.3 0.2 0.5
C -19.4169 13.7864 -15.4612 0.3 -1.3 0.8
C -19.0136 15.0412 -15.1568 0.0 1.9 -0.6
C -19.1824 16.0610 -16.1265 -0.1 1.0 0.3
C -19.7452 15.8077 -17.3634 -0.5 -1.4 0.1
C -20.1546 14.4921 -17.5926 -1.5 0.6 -1.1
C -20.0764 13.5360 -16.6258 0.5 -0.8 -1.3
N -20.1446 16.8681 -18.3289 -2.1 1.1 -0.9
O -21.1252 16.6194 -19.1264 3.3 0.5 2.4
O -19.6403 17.9969 -18.2093 -0.6 -2.3 -0.4
H -19.1803 12.9492 -14.8212 -0.3 0.1 0.4
H -18.6645 15.2546 -14.1573 0.3 0.3 -0.2
H -18.9911 17.1073 -15.9390 0.4 0.0 0.5
H -20.7153 14.1984 -18.4677 0.2 0.4 -0.4
H -20.3992 12.5473 -16.9169 -0.1 -0.1 0.3
C -26.2947 8.7941 -17.4568 -0.5 -1.5 0.7
C -25.5706 9.6332 -18.4734 0.8 2.0 1.0
C -25.0415 10.9742 -17.7542 0.3 -0.3 -0.8
C -24.2658 11.9932 -18.6186 0.2 -0.8 -1.6
C -24.8353 12.3805 -19.9973 -1.0 0.7 -0.3
C -24.2805 13.6935 -20.6003 -0.3 0.0 0.5
H -25.6183 8.2755 -16.7773 0.5 0.3 0.0
H -26.8400 7.9392 -17.8566 -0.1 0.1 -0.6
H -27.0064 9.2531 -16.7706 0.0 0.7 -0.3
H -24.8082 9.0244 -18.9594 0.4 0.2 0.2
H -26.1661 10.0100 -19.3050 -0.5 -0.2 0.1
H -24.3819 10.8892 -16.8906 0.2 -1.1 0.1
H -25.9051 11.4200 -17.2608 -0.4 0.3 -0.5
H -24.0605 12.8835 -18.0242 0.1 0.1 -0.1
H -23.3437 11.5416 -18.9846 0.7 -0.1 1.1
H -24.5877 11.7729 -20.8677 0.0 -1.3 0.7
H -25.9146 12.2724 -19.8892 -0.4 0.8 -0.4
H -24.1078 14.4802 -19.8659 0.1 0.0 0.0
H -23.3470 13.4104 -21.0868 0.3 0.4 0.2
H -24.9023 14.1242 -21.3851 -0.3 -0.2 0.0
C -25.0422 12.3486 -13.1115 -1.9 0.4 -0.3
C -25.9606 12.9163 -14.2648 3.1 1.6 0.5
C -25.4734 14.4477 -14.5190 0.5 -0.2 -0.7
C -23.9566 14.7673 -14.8633 0.2 -3.0 0.9
C -23.6277 16.0014 -15.6336 -0.8 -0.6 -2.2
C -24.0055 16.0197 -17.2125 -0.5 0.7 2.2
H -25.3900 12.9082 -12.2432 0.3 -0.4 0.5
H -23.9696 12.5222 -13.1971 -0.2 0.0 -0.5
H -25.2506 11.2838 -13.0069 0.2 0.0 0.4
H -25.7913 12.2842 -15.1365 0.0 0.4 -0.4
H -27.0302 12.9107 -14.0546 0.2 0.0 0.4
H -25.6377 15.1233 -13.6796 -1.0 -0.3 0.1
H -26.0206 14.7515 -15.4113 -0.3 0.5 0.1
H -23.2837 14.8612 -14.0109 -0.6 -0.1 0.9
H -23.6539 13.7747 -15.1968 0.7 0.1 -1.2
H -24.1774 16.7076 -15.0113 -0.3 0.9 -0.8
H -22.5926 16.3304 -15.5415 0.2 -0.4 0.1
H -23.5525 15.3239 -17.9187 0.9 0.1 0.6
H -25.0628 15.8046 -17.3671 -0.3 0.4 0.2
H -23.7911 17.0644 -17.4378 -0.2 -0.2 -0.8
C -27.1810 21.0978 -12.9322 0.7 -0.2 -0.1
C -27.3833 20.5350 -14.3091 -1.6 0.0 -0.5
C -27.9449 19.1048 -14.2824 2.2 0.4 -0.7
C -27.8660 18.5562 -15.7251 -0.9 -0.1 1.9
C -28.4695 17.1294 -15.7412 0.8 0.4 -2.6
C -28.4982 16.5777 -17.2504 0.2 0.0 1.9
H -26.3233 20.5995 -12.4804 -0.1 -0.2 0.4
H -28.0898 20.8649 -12.3772 0.2 0.4 0.4
H -26.9051 22.1522 -12.9422 -0.5 0.1 0.1
H -28.2167 21.0575 -14.7788 0.2 0.7 -0.3
H -26.5317 20.6358 -14.9820 0.2 -0.1 0.2
H -28.9642 19.1276 -13.8968 0.1 -0.3 0.1
H -27.2354 18.5465 -13.6717 -0.5 -0.5 0.5
H -28.4556 19.3254 -16.2240 -0.3 -0.5 -0.9
H -26.8393 18.6638 -16.0750 0.0 -0.4 -0.1
H -27.8876 16.4175 -15.1558 0.1 0.3 0.3
H -29.4669 17.2175 -15.3105 -0.1 -0.3 -0.2
H -27.5113 16.4835 -17.7033 0.3 0.9 0.1
H -28.7388 15.5146 -17.2491 -1.1 0.1 -0.1
H -29.1329 17.2462 -17.8322 -0.1 -0.5 -0.3
C -19.8139 14.5068 -21.6834 0.9 0.8 -0.5
C -18.6953 15.1824 -22.5539 0.7 1.6 2.2
C -18.1903 16.6141 -21.9176 -1.4 -0.5 -1.6
C -17.0306 17.3392 -22.5914 0.8 -1.7 0.0
C -15.7272 16.5887 -22.4551 1.7 -0.4 1.5
C -14.4597 17.2756 -22.9647 -0.2 -0.5 0.4
H -20.7168 15.1005 -21.8263 -0.2 -0.1 0.3
H -19.5312 14.5189 -20.6307 0.0 0.2 0.0
H -20.0161 13.4637 -21.9266 0.1 0.1 -0.3
H -17.7852 14.5836 -22.5908 -0.3 -0.3 -0.4
H -19.0988 15.4517 -23.5300 0.3 -0.3 -0.2
H -17.9720 16.6849 -20.8520 -0.3 -0.8 0.2
H -19.0066 17.3081 -22.1181 -0.6 -0.1 0.5
H -17.1442 17.4808 -23.6662 -0.6 0.5 0.2
H -16.9228 18.2509 -22.0038 0.1 0.4 -0.6
H -15.4316 16.4392 -21.4167 -0.8 0.5 0.8
H -15.6535 15.5243 -22.6783 -0.8 -0.1 -1.1
H -13.6598 16.8204 -22.3808 0.4 -0.1 -0.5
H -14.3116 17.1033 -24.0308 0.2 0.5 0.0
H -14.4298 18.3114 -22.6266 -0.2 0.3 -0.6
C -24.5950 17.8652 -28.4785 0.4 -0.1 1.2
C -25.7303 18.1148 -29.4233 0.4 -1.7 0.2
C -25.2829 18.4940 -30.8327 -0.9 0.9 -0.6
C -25.8544 19.8546 -31.2379 -1.6 0.2 0.1
C -27.4463 19.8586 -31.2754 1.2 -0.2 0.1
C -28.0932 18.7109 -32.0755 0.2 0.5 1.3
H -23.9665 17.0489 -28.8344 0.7 0.6 -0.6
H -24.8897 17.4053 -27.5352 -0.7 0.3 0.3
H -24.0862 18.7890 -28.2032 0.6 -0.2 -0.2
H -26.1160 17.1002 -29.5232 -0.9 0.1 0.0
H -26.4866 18.7282 -28.9335 0.0 0.2 -0.4
H -25.7237 17.7535 -31.5002 0.2 0.0 -0.2
H -24.2060 18.4724 -30.9996 0.1 0.0 0.4
H -25.5552 20.6334 -30.5364 0.1 0.0 0.3
H -25.5241 20.2415 -32.2019 0.2 -0.4 -0.2
H -27.8647 19.8335 -30.2692 0.2 -0.1 0.2
H -27.7272 20.8419 -31.6525 -0.2 -0.1 -0.3
H -27.9732 17.7516 -31.5721 0.7 -0.1 -0.1
H -29.1660 18.8290 -31.9235 -0.2 0.3 -1.1
H -27.6629 18.6725 -33.0762 -0.7 -0.1 -0.2
C -17.6572 18.1303 -26.2385 0.1 0.5 -1.2
C -17.9891 17.0474 -27.3350 0.6 0.3 1.9
C -19.4231 16.5498 -27.2020 -0.5 -1.2 0.9
C -20.4519 17.0770 -28.1695 0.6 0.8 -1.7
C -20.7582 18.6127 -28.1052 -0.8 -1.1 -2.1
C -21.2895 19.1441 -29.5113 1.1 -0.7 1.1
H -18.3828 18.3607 -25.4585 -0.5 -0.6 -0.2
H -17.6023 19.0538 -26.8149 0.5 0.4 0.4
H -16.7270 17.9528 -25.6989 0.2 0.0 -0.4
H -17.6529 17.4022 -28.3093 -0.6 0.2 -0.2
H -17.2883 16.2311 -27.1598 -0.2 -0.3 0.1
H -19.7636 16.6325 -26.1699 0.0 0.9 0.3
H -19.3958 15.4602 -27.1894 -0.1 -0.3 -0.9
H -20.0381 16.8325 -29.1478 0.3 0.3 -0.5
H -21.3953 16.5398 -28.2663 -0.2 -0.2 0.9
H -21.5957 18.6016 -27.4076 0.5 1.2 0.6
H -19.8471 19.1943 -27.9654 -0.3 0.0 1.1
H -21.5800 20.1947 -29.5049 -0.6 -0.1 0.4
H -20.4346 19.1654 -30.1871 0.0 -0.4 -0.2
H -22.0514 18.4575 -29.8804 -0.1 0.4 -0.2
C -30.2871 13.2649 -18.5998 -1.0 -0.1 -1.7
C -30.9660 14.4613 -19.4371 1.5 -0.1 0.4
C -30.3740 14.3253 -20.8813 -0.1 -1.8 0.4
S -28.6064 13.8405 -20.7178 -1.9 -1.3 -0.9
O -28.0263 15.1511 -20.7034 1.8 0.4 0.2
O -28.1834 12.7725 -21.6836 -0.7 2.4 2.1
C -28.7802 13.1221 -19.0221 -0.7 0.0 0.4
H -30.8677 12.3858 -18.8794 0.3 -0.4 -0.3
H -30.4589 13.2772 -17.5234 0.4 0.7 0.0
H -30.7312 15.3746 -18.8903 0.5 0.3 -0.6
H -32.0553 14.4922 -19.4610 0.0 -0.7 0.0
H -30.4387 15.0853 -21.6599 0.1 0.5 0.6
H -30.8341 13.4441 -21.3285 -0.3 -0.2 0.0
H -28.1834 13.6091 -18.2509 0.3 0.4 -0.6
H -28.4115 12.0986 -19.0914 -0.3 -0.1 -0.1
C -24.0238 22.1552 -26.8481 -0.5 -1.0 1.4
C -23.8261 21.2399 -25.6126 0.8 0.2 0.5
C -22.5372 21.7745 -24.9904 1.6 -0.3 0.2
S -22.7525 23.5378 -24.6988 3.8 -1.0 -4.6
O -21.4472 24.2614 -24.8668 -2.9 -1.3 0.1
O -23.4334 23.6693 -23.4818 -1.9 0.7 2.1
C -23.8469 23.5729 -26.2689 0.4 1.7 -0.6
H -24.9314 21.8337 -27.3590 -0.7 1.1 0.5
H -23.3368 21.8608 -27.6415 0.9 0.5 0.4
H -23.7621 20.1862 -25.8841 0.2 0.0 0.1
H -24.5733 21.3633 -24.8285 -0.6 0.0 -0.4
H -21.7067 21.6039 -25.6755 0.0 0.4 -0.4
H -22.0957 21.4084 -24.0634 -0.8 -0.4 0.3
H -23.3432 24.1795 -27.0216 0.5 0.1 0.3
H -24.6901 24.2105 -26.0031 -0.6 -0.8 0.0
C -29.1940 20.4867 -22.6135 -2.9 0.4 0.4
C -28.8553 19.8007 -21.3420 1.2 -1.6 0.8
C -29.4786 20.4535 -20.1664 -0.7 1.6 0.7
S -31.1057 21.1038 -20.7376 -0.8 1.1 -0.8
O -31.1361 22.5878 -20.5980 0.0 -2.7 0.0
O -32.2168 20.2757 -20.2207 1.6 1.2 -0.7
C -30.7746 20.6540 -22.5585 1.0 -0.4 1.0
H -28.9351 19.8732 -23.4765 0.4 0.6 -0.1
H -28.8477 21.5176 -22.5408 0.6 -0.2 -0.8
H -27.7778 19.8107 -21.1779 0.2 -0.2 -0.1
H -29.1608 18.7566 -21.2731 0.0 -0.2 -0.7
H -28.9318 21.3545 -19.8883 -0.1 0.1 0.1
H -29.5724 19.8164 -19.2870 -0.3 0.0 -0.2
H -31.1035 21.3481 -23.3319 -0.4 0.3 0.6
H -31.3129 19.7077 -22.6101 0.1 -0.1 -0.3
C -23.6406 14.2090 -26.1172 -0.1 1.4 -0.2
C -24.0702 13.6184 -24.7002 -0.8 0.0 -2.0
C -25.6239 13.3160 -24.7791 1.2 -0.1 0.2
S -26.3213 14.2443 -26.1668 2.1 2.0 0.0
O -26.5642 15.6766 -25.8565 -0.3 -2.1 0.0
O -27.2814 13.3801 -26.7879 -0.9 0.3 -0.2
C -24.7624 14.2696 -27.1626 -1.2 -2.1 0.8
H -22.7549 13.7429 -26.5488 -0.1 -0.2 0.2
H -23.3697 15.2552 -25.9750 0.3 0.1 0.3
H -23.7015 14.3370 -23.9683 -0.5 -0.4 0.3
H -23.5751 12.6497 -24.6325 0.0 0.2 0.5
H -26.2306 13.3304 -23.8737 0.1 0.8 0.1
H -25.7229 12.2698 -25.0685 0.0 0.1 -0.5
H -24.7831 15.0077 -27.9644 0.1 0.4 0.6
H -24.8832 13.3138 -27.6723 0.3 -0.2 -0.1
C -23.4541 20.7965 -15.4801 2.0 0.0 -0.6
C -22.4642 20.7054 -16.7289 -1.2 -1.0 1.9
C -21.4464 19.5969 -16.3420 0.7 1.2 -0.6
S -21.1427 19.8335 -14.5264 -3.4 -1.2 -3.1
O -19.9122 20.5212 -14.3580 1.1 0.0 1.1
O -21.5512 18.5246 -14.0297 1.0 0.6 1.1
C -22.5594 20.9812 -14.2867 0.9 0.3 0.6
H -23.8977 19.8155 -15.3098 -0.8 0.2 -0.6
H -24.0973 21.6533 -15.6808 -0.5 -0.4 0.5
H -21.8803 21.6176 -16.8516 -0.4 0.2 -0.2
H -23.2289 20.5651 -17.4928 1.0 -0.4 -0.9
H -20.4966 19.8205 -16.8278 0.1 0.0 0.1
H -21.6468 18.5478 -16.5596 -0.6 0.2 0.3
H -22.0995 21.9693 -14.3033 -0.1 0.1 0.4
H -23.0276 20.7268 -13.3358 0.2 0.2 0.1
C -18.6899 21.5745 -21.9193 -0.6 -0.4 1.3
C -19.0441 20.2200 -21.1611 -1.6 0.8 -1.8
C -18.0705 20.0417 -20.0651 1.9 1.4 1.2
S -17.9533 21.7046 -19.2447 0.3 -1.2 -2.8
O -16.5267 22.0020 -19.0741 -1.5 -0.1 0.9
O -18.9947 21.7684 -18.2475 0.4 0.6 0.6
C -18.4775 22.6066 -20.8127 2.2 0.3 1.9
H -19.4298 22.0172 -22.5861 -0.3 -0.8 -0.1
H -17.7775 21.4042 -22.4908 0.1 0.3 0.1
H -19.1513 19.3903 -21.8597 0.6 0.0 0.0
H -20.0786 20.3276 -20.8351 0.0 0.1 0.6
H -17.0331 20.0958 -20.3953 0.1 -0.7 -0.7
H -18.1125 19.2537 -19.3132 -0.6 0.1 -0.2
H -17.5674 23.1806 -20.9871 0.0 0.1 -0.2
H -19.1469 23.3483 -20.3768 -1.0 -0.4 -0.9
C -28.7409 20.1485 -27.0611 -0.2 0.3 0.7
C -29.5944 21.3716 -27.5031 0.4 0.8 0.9
C -29.5001 22.3722 -26.3714 1.4 0.2 2.0
S -27.7040 22.4023 -25.8791 -0.6 -0.7 -2.3
O -27.4936 22.3320 -24.4672 0.0 0.5 0.8
O -27.0292 23.4090 -26.7098 -0.6 -1.1 1.0
C -27.3719 20.6662 -26.5701 -0.7 2.7 -1.2
H -28.6959 19.4996 -27.9357 0.4 -0.4 0.4
H -29.1560 19.6440 -26.1886 -0.6 -0.3 -0.3
H -30.6752 21.2526 -27.5788 0.2 -0.8 -0.6
H -29.1561 21.7910 -28.4087 -0.3 0.0 -0.2
H -29.9348 21.9401 -25.4701 -0.2 -0.3 0.1
H -29.8876 23.3911 -26.3709 0.2 0.0 -0.8
H -26.7372 20.1781 -25.8305 -0.3 -0.4 -0.4
H -26.8957 21.0547 -27.4703 0.9 -0.7 0.0
```
Forces are in eV/Å.